Record 1
{"formula": "C2H9N2", "method": "the ωB97M-V functional and the def2-TZVPD basis", "e_homo_ev": [-9.736, -16.258], "multiplicity": 3, "s2": 2.0068, "orbital_gap_ev": [6.44, 8.12], "de_lowest_kj_mol": 237.3, "total_charge": 1, "elements": ["C", "C", "N", "N", "H", "H", "H", "H", "H", "H", "H", "H", "H"], "coordinates": [[0.271696, -0.041211, -1.471096], [-0.108127, -0.084418, 1.336883], [0.437950, 1.096036, 1.167533], [-0.559891, -0.814642, -0.393393], [-0.099860, -0.467119, -2.439935], [-0.176908, 1.077126, -1.424561], [1.303922, -0.140510, -1.329403], [-1.111378, -0.229974, 1.750936], [0.491930, -0.943020, 1.746974], [1.459949, 1.271228, 1.452698], [0.052694, 1.859241, 0.586045], [-1.489330, -0.736047, -0.654876], [-0.472648, -1.846690, -0.327805]], "forces_ev_per_a": [[-4.745, 0.736, -0.190], [0.139, -4.385, 4.512], [3.309, 3.933, -0.186], [1.658, -1.099, -4.360], [0.841, 0.469, 0.658], [1.459, -2.658, -0.192], [1.320, -0.027, 0.312], [-0.265, 0.815, 0.143], [-0.135, 1.415, -0.583], [-2.097, -0.054, -0.038], [0.195, -0.705, 0.222], [-2.642, 0.824, -0.422], [0.964, 0.734, 0.123]], "lowdin_spin": [0.02, 0.62, 0.66, 0.50, 0.01, 0.00, 0.00, 0.09, 0.02, 0.02, 0.02, 0.02, 0.02]}

***

Record 2
{"formula": "C2H9N2O", "method": "the ωB97M-V functional and the def2-TZVPD basis", "e_homo_ev": -14.078, "multiplicity": 1, "orbital_gap_ev": 10.82, "de_lowest_kj_mol": 299.6, "total_charge": 1, "elements": ["C", "C", "N", "N", "H", "H", "H", "H", "H", "H", "H", "H", "H", "O"], "coordinates": [[-1.321922, 0.421437, -1.333472], [-1.354051, 0.032842, -0.063885], [-0.128699, 0.354290, 0.643664], [-0.255386, 1.108289, -1.923725], [-1.935305, 0.077402, -2.073476], [-2.007698, -0.853208, 0.343893], [-0.170506, 0.744386, 1.528448], [0.436027, -0.459640, 0.939778], [0.399839, 0.629949, -0.189132], [0.651467, 0.521885, -2.154119], [-0.521905, 1.601008, -2.780077], [1.855748, -2.083171, 2.076212], [2.433453, -0.940569, 2.935405], [1.918938, -1.154899, 2.050485]], "forces_ev_per_a": [[1.509, -0.340, 0.228], [-1.494, -2.667, 0.453], [0.701, -3.385, -1.849], [2.873, -0.453, -0.505], [-2.715, -0.811, -1.052], [1.110, 2.412, -0.742], [-0.226, 2.660, 1.726], [-0.196, -0.668, -0.161], [0.934, 2.174, 1.010], [-2.541, 1.382, 0.533], [0.216, -0.267, 0.487], [-0.073, -2.018, -0.018], [-1.558, -0.469, -2.737], [1.460, 2.451, 2.626]], "lowdin_charge": [-0.17, -0.07, 0.18, 0.01, 0.10, 0.17, 0.14, 0.13, 0.13, 0.17, 0.11, 0.02, 0.14, -0.07]}

***

> What is the multiplicity in the first record?

3

***

Please write out number 1 again, unchanged.
{"formula": "C2H9N2", "method": "the ωB97M-V functional and the def2-TZVPD basis", "e_homo_ev": [-9.736, -16.258], "multiplicity": 3, "s2": 2.0068, "orbital_gap_ev": [6.44, 8.12], "de_lowest_kj_mol": 237.3, "total_charge": 1, "elements": ["C", "C", "N", "N", "H", "H", "H", "H", "H", "H", "H", "H", "H"], "coordinates": [[0.271696, -0.041211, -1.471096], [-0.108127, -0.084418, 1.336883], [0.437950, 1.096036, 1.167533], [-0.559891, -0.814642, -0.393393], [-0.099860, -0.467119, -2.439935], [-0.176908, 1.077126, -1.424561], [1.303922, -0.140510, -1.329403], [-1.111378, -0.229974, 1.750936], [0.491930, -0.943020, 1.746974], [1.459949, 1.271228, 1.452698], [0.052694, 1.859241, 0.586045], [-1.489330, -0.736047, -0.654876], [-0.472648, -1.846690, -0.327805]], "forces_ev_per_a": [[-4.745, 0.736, -0.190], [0.139, -4.385, 4.512], [3.309, 3.933, -0.186], [1.658, -1.099, -4.360], [0.841, 0.469, 0.658], [1.459, -2.658, -0.192], [1.320, -0.027, 0.312], [-0.265, 0.815, 0.143], [-0.135, 1.415, -0.583], [-2.097, -0.054, -0.038], [0.195, -0.705, 0.222], [-2.642, 0.824, -0.422], [0.964, 0.734, 0.123]], "lowdin_spin": [0.02, 0.62, 0.66, 0.50, 0.01, 0.00, 0.00, 0.09, 0.02, 0.02, 0.02, 0.02, 0.02]}